No. 1
C22H19MnN6O3S3 as an isolated structure. Source: the Open Molecules 2025 dataset; level of theory: ωB97M-V with the def2-TZVPD basis set.

Its total charge is -1. As for the expectation value of S²: 0.893. As for the maximum force: 0.205 eV Å⁻¹. The calculation puts the energy relative to the best compared isomer or geometry (same formula, charge and spin) at 0.5998 eV. Its spin multiplicity is 2. The HOMO energy (alpha / beta) comes out at -3.912 / -3.632 eV. The HOMO-LUMO gap (alpha / beta) is 0.2255 / 0.2152 hartree.

Geometry (Å):
H1 3.528 -3.730 1.091
C1 2.593 -0.643 -0.025
C2 3.837 -0.003 0.175
H2 0.719 4.864 -0.308
C3 1.164 2.978 2.463
N1 -2.911 -4.009 -0.784
C4 0.552 0.516 2.756
H3 -4.763 1.954 -2.093
H4 -2.107 2.398 2.666
H5 1.429 -3.881 0.017
N2 -0.993 -0.138 -1.929
H6 -2.495 -4.908 -0.981
H7 -2.384 0.658 2.709
Mn1 -0.288 -0.318 0.113
C5 4.916 -0.676 0.710
H8 -3.389 0.953 -4.004
O1 0.809 0.578 3.958
C6 1.206 4.098 1.654
H9 1.514 -1.108 -2.421
C7 -0.474 -0.681 -2.996
S1 -1.378 -0.390 -4.433
C8 -2.523 0.508 -3.546
C9 0.626 1.806 1.946
H10 -0.224 2.691 -1.068
H11 1.534 2.963 3.478
C10 0.747 -1.530 -3.066
C11 0.177 2.809 -0.067
C12 -2.173 0.528 -2.236
O2 1.592 -0.001 -0.542
H12 -3.721 1.784 3.061
H13 0.504 -2.530 -2.702
C13 1.309 -2.798 0.059
H14 5.670 -2.549 1.476
S2 -2.591 -1.773 0.633
O3 0.201 -0.491 2.072
H15 1.627 5.028 2.019
C14 2.505 -2.019 0.326
H16 5.850 -0.146 0.864
H17 1.100 -1.597 -4.096
C15 -2.837 1.616 2.449
C16 0.702 4.014 0.361
N3 0.138 1.731 0.711
N4 -0.755 -3.320 -0.610
C17 4.822 -2.025 1.055
C18 3.621 -2.677 0.845
N5 0.138 -2.339 -0.183
C19 -1.994 -3.083 -0.293
C20 -4.140 1.787 -1.230
H18 -3.754 -4.050 -0.236
C21 -2.935 1.159 -1.157
H19 3.903 1.045 -0.092
C22 -3.168 1.606 0.995
S3 -4.630 2.261 0.340
N6 -2.404 1.080 0.098

Results of the Löwdin charge analysis, in e, for atoms 1 through 2: atom 1 (H): 0.10, atom 2 (C): -0.37


No. 2
C22H19N11O2V as an isolated structure at a distorted geometry. Source: the Open Molecules 2025 dataset; level of theory: ωB97M-V with the def2-TZVPD basis set.

Its total charge is +3. As for the maximum force: 2.743 eV Å⁻¹. The HOMO energy (alpha / beta) comes out at -16.780 / -16.779 eV. The HOMO-LUMO gap (alpha / beta) is 0.2002 / 0.2001 hartree.

Geometry (Å):
C1 1.817 0.329 1.823
H1 3.363 0.347 3.305
H2 -4.186 2.062 -0.003
H3 -2.614 -6.388 -2.424
N1 0.942 1.035 1.046
N2 -1.377 1.111 -1.302
N3 -3.322 1.542 -0.053
O1 -1.484 -0.307 1.212
C2 -0.389 -4.574 -0.533
C3 -1.792 -6.178 -1.751
H4 -2.938 -3.966 -2.547
O2 -2.298 -0.368 2.153
H5 2.389 -1.777 2.249
C4 1.352 1.069 -3.812
C5 -0.731 1.441 -2.472
H6 1.170 -5.418 0.693
H7 0.233 2.891 0.522
N4 1.009 -0.045 -1.720
C6 -1.456 -4.872 -1.411
H8 3.348 2.844 3.480
C7 1.797 3.043 2.008
C8 2.679 2.336 2.799
C9 0.027 -6.922 -0.317
H9 -1.280 -8.221 -1.439
H10 -2.306 3.847 -4.870
C10 -1.876 -2.539 -1.613
V1 -0.369 -0.222 -0.086
H11 0.586 -7.750 0.096
C11 -2.590 1.753 -1.147
C12 3.013 -0.420 -2.967
N5 -2.840 3.656 -4.038
N6 -2.160 -3.793 -1.918
C13 -0.138 -3.202 -0.240
H12 3.201 0.644 -4.823
N7 0.854 -2.892 0.611
C14 2.584 0.450 -3.955
C15 2.201 -0.641 -1.870
C16 -1.044 -7.192 -1.197
C17 0.597 0.796 -2.688
C18 0.356 -5.636 0.016
H13 -2.492 -1.770 -2.061
H14 0.965 1.758 -4.549
N8 -3.096 2.592 -2.033
N9 -1.155 2.248 -3.382
C19 0.940 2.354 1.142
H15 3.965 -0.928 -3.031
C20 -2.375 2.828 -3.127
N10 -0.894 -2.200 -0.797
H16 2.520 -1.318 -1.091
H17 -3.730 4.110 -3.896
C21 1.771 -1.100 1.666
N11 0.926 -1.569 0.784
H18 -3.068 0.971 0.736
C22 2.690 0.946 2.704
H19 1.747 4.123 2.045

Results of the Löwdin charge analysis, in e, for atoms 1 through 2: atom 1 (C): -0.22, atom 2 (H): 0.14